Entry 1:
{
  "formula": "C16H54N2O11",
  "method": "ωB97M-V with the def2-TZVPD basis set",
  "elements": ["N", "C", "N", "O", "H", "H", "H", "H", "C", "C", "O", "H", "H", "H", "H", "H", "H", "C", "C", "O", "H", "H", "H", "H", "H", "H", "C", "C", "O", "H", "H", "H", "H", "H", "H", "C", "C", "O", "H", "H", "H", "H", "H", "H", "C", "C", "O", "H", "H", "H", "H", "H", "H", "C", "O", "H", "H", "H", "H", "C", "O", "H", "H", "H", "H", "C", "O", "H", "H", "H", "H", "C", "O", "H", "H", "H", "H", "C", "O", "H", "H", "H", "H"],
  "xyz": [[3.60, 24.58, -16.27], [4.33, 23.48, -15.99], [5.53, 23.64, -16.44], [3.90, 22.30, -15.34], [2.56, 24.57, -16.10], [4.00, 25.52, -16.40], [6.16, 22.86, -16.15], [5.85, 24.42, -17.02], [6.76, 19.72, -19.55], [7.07, 20.05, -18.06], [8.27, 19.54, -17.55], [5.78, 19.92, -19.75], [6.93, 18.71, -19.83], [7.36, 20.34, -20.15], [6.30, 19.57, -17.48], [7.04, 21.14, -17.87], [8.35, 19.97, -16.69], [2.35, 22.28, -22.06], [2.12, 23.78, -21.60], [1.30, 23.74, -20.42], [2.80, 21.78, -21.21], [2.96, 22.25, -22.92], [1.45, 21.72, -22.35], [1.64, 24.33, -22.43], [3.04, 24.26, -21.47], [1.86, 23.76, -19.64], [5.75, 21.19, -23.56], [5.46, 19.86, -22.86], [6.63, 19.27, -22.49], [4.84, 21.43, -24.02], [6.51, 21.18, -24.36], [6.01, 22.00, -22.93], [4.99, 19.13, -23.48], [4.88, 20.01, -22.00], [6.52, 18.54, -21.89], [8.70, 23.19, -17.05], [9.07, 22.16, -16.08], [7.85, 21.58, -15.59], [8.01, 22.98, -17.86], [9.57, 23.49, -17.57], [8.35, 24.02, -16.48], [9.76, 22.48, -15.24], [9.74, 21.38, -16.52], [8.08, 21.24, -14.70], [1.73, 26.39, -18.60], [3.00, 25.92, -19.14], [3.27, 24.55, -18.86], [0.86, 26.13, -19.24], [1.88, 27.51, -18.53], [1.44, 25.92, -17.61], [3.89, 26.33, -18.64], [3.05, 26.11, -20.24], [3.10, 24.38, -17.92], [7.65, 26.30, -18.80], [6.88, 25.99, -17.65], [8.69, 25.92, -18.74], [7.92, 27.38, -18.82], [7.12, 25.99, -19.70], [7.44, 26.27, -16.90], [10.11, 21.50, -19.54], [10.09, 22.64, -20.46], [9.13, 21.35, -19.27], [10.62, 21.83, -18.69], [10.47, 20.58, -20.07], [9.50, 22.32, -21.20], [6.46, 23.35, -20.48], [5.34, 22.91, -19.74], [6.32, 23.92, -21.40], [7.04, 22.46, -20.77], [7.20, 23.71, -19.83], [4.85, 23.64, -19.48], [3.56, 21.18, -18.07], [3.20, 20.36, -17.07], [4.65, 21.31, -17.92], [2.99, 22.08, -17.93], [3.37, 20.67, -18.95], [3.40, 20.71, -16.20], [9.07, 21.81, -23.66], [8.52, 21.42, -22.43], [10.14, 22.21, -23.59], [8.49, 22.61, -24.07], [9.16, 20.96, -24.30], [7.70, 20.97, -22.65]],
  "lowdin_charge": [0.118, -0.527, 0.203, -0.119, 0.144, 0.134, 0.114, 0.079, -0.034, -0.293, -0.075, 0.032, 0.072, 0.035, 0.108, 0.084, 0.040, -0.053, -0.270, -0.090, 0.053, 0.029, 0.075, 0.111, 0.067, 0.028, -0.046, -0.297, -0.076, 0.049, 0.085, 0.050, 0.113, 0.094, 0.089, -0.102, -0.302, -0.097, 0.076, 0.066, 0.065, 0.136, 0.113, 0.121, -0.092, -0.324, -0.167, 0.090, 0.105, 0.091, 0.110, 0.136, 0.021, -0.146, -0.158, 0.086, 0.086, 0.077, 0.104, -0.119, -0.159, 0.007, 0.053, 0.116, 0.033, -0.138, -0.092, 0.092, 0.056, 0.036, -0.001, -0.213, -0.112, 0.066, 0.071, 0.063, 0.042, -0.142, -0.158, 0.115, 0.071, 0.079, 0.015],
  "max_force_ev_per_a": 7.61,
  "gap_ev": 8.8,
  "multiplicity": 1
}

---

Entry 2:
{
  "formula": "C16H54N4O9",
  "method": "ωB97M-V with the def2-TZVPD basis set",
  "elements": ["C", "O", "C", "C", "C", "N", "H", "H", "H", "H", "H", "H", "H", "H", "H", "H", "H", "C", "O", "C", "C", "C", "N", "H", "H", "H", "H", "H", "H", "H", "H", "H", "H", "H", "C", "O", "C", "C", "C", "N", "H", "H", "H", "H", "H", "H", "H", "H", "H", "H", "H", "C", "O", "C", "C", "C", "N", "H", "H", "H", "H", "H", "H", "H", "H", "H", "H", "H", "O", "H", "H", "O", "H", "H", "O", "H", "H", "O", "H", "H", "O", "H", "H"],
  "xyz": [[1.55, 4.18, 6.69], [0.94, 3.21, 5.85], [1.81, 2.75, 4.80], [1.01, 2.02, 3.72], [1.94, 1.59, 2.62], [-0.10, 2.83, 3.13], [1.74, 5.04, 6.06], [2.47, 3.73, 7.10], [0.91, 4.41, 7.63], [2.31, 3.69, 4.39], [2.60, 2.08, 5.24], [0.60, 1.05, 4.05], [2.53, 0.73, 2.85], [2.64, 2.47, 2.39], [1.36, 1.39, 1.69], [0.22, 3.57, 2.53], [-0.68, 3.19, 3.91], [3.63, 2.56, -2.66], [2.44, 3.21, -2.79], [1.38, 2.32, -2.90], [0.13, 3.08, -2.39], [0.40, 3.34, -0.89], [-1.13, 2.41, -2.62], [4.40, 3.29, -2.74], [3.74, 1.78, -3.48], [3.83, 2.05, -1.71], [1.32, 2.07, -3.93], [1.53, 1.43, -2.25], [0.11, 4.02, -2.95], [0.35, 2.35, -0.40], [-0.51, 3.89, -0.53], [1.33, 3.89, -0.67], [-1.30, 2.38, -3.60], [-1.10, 1.46, -2.22], [-2.88, -5.47, -4.74], [-2.59, -4.48, -3.82], [-2.68, -4.88, -2.44], [-2.12, -3.77, -1.57], [-0.62, -3.75, -1.71], [-2.57, -3.71, -0.17], [-2.84, -4.97, -5.70], [-3.90, -5.77, -4.50], [-2.33, -6.43, -4.72], [-3.76, -5.17, -2.19], [-2.11, -5.82, -2.42], [-2.53, -2.90, -2.05], [-0.24, -2.78, -1.55], [-0.33, -4.08, -2.70], [-0.12, -4.44, -1.01], [-2.45, -4.58, 0.28], [-3.62, -3.60, -0.20], [0.42, -1.93, 2.42], [1.48, -1.28, 1.77], [1.66, -1.72, 0.45], [2.34, -0.66, -0.40], [2.53, -1.24, -1.86], [3.67, -0.37, 0.21], [0.03, -1.39, 3.30], [0.72, -3.01, 2.67], [-0.42, -2.00, 1.72], [2.21, -2.63, 0.45], [0.72, -1.98, -0.03], [1.67, 0.21, -0.41], [3.24, -0.73, -2.53], [1.55, -1.24, -2.42], [2.78, -2.31, -1.75], [3.52, -0.14, 1.21], [4.30, -1.14, 0.07], [-3.47, 2.48, -0.87], [-2.93, 2.59, -1.69], [-2.92, 2.25, -0.08], [-4.18, -0.04, -0.61], [-5.06, -0.29, -0.29], [-4.13, 0.92, -0.87], [-2.79, -1.26, 1.45], [-3.21, -0.65, 0.80], [-2.66, -2.06, 0.95], [-1.51, 1.24, 1.23], [-1.84, 0.44, 1.68], [-1.10, 1.92, 1.89], [-0.75, -0.33, -1.27], [-1.67, -0.50, -1.53], [-0.88, 0.00, -0.36]],
  "lowdin_charge": [-0.116, -0.231, -0.198, -0.407, -0.084, 0.039, 0.078, 0.083, 0.117, 0.140, 0.141, 0.140, 0.057, 0.112, 0.070, 0.084, 0.106, -0.139, -0.184, -0.210, -0.401, -0.044, 0.041, 0.075, 0.106, 0.079, 0.117, 0.107, 0.137, 0.056, 0.091, 0.082, 0.080, 0.053, -0.143, -0.204, -0.190, -0.423, -0.047, 0.052, 0.094, 0.081, 0.093, 0.141, 0.124, 0.131, 0.019, 0.087, 0.098, 0.069, 0.110, -0.105, -0.204, -0.238, -0.395, -0.049, 0.048, 0.093, 0.112, 0.057, 0.117, 0.081, 0.102, 0.064, 0.075, 0.075, 0.058, 0.064, -0.100, 0.037, 0.034, -0.093, 0.064, 0.012, -0.100, -0.004, -0.023, -0.129, 0.017, 0.045, -0.059, 0.049, 0.026],
  "max_force_ev_per_a": 2.92,
  "gap_ev": 9.4,
  "multiplicity": 1
}

---

Entry 3:
{
  "formula": "C16H56BF4N4O10",
  "method": "ωB97M-V with the def2-TZVPD basis set",
  "elements": ["B", "F", "F", "F", "F", "C", "C", "C", "O", "C", "N", "H", "H", "H", "H", "H", "H", "H", "H", "H", "H", "H", "C", "C", "C", "O", "C", "N", "H", "H", "H", "H", "H", "H", "H", "H", "H", "H", "H", "C", "C", "C", "O", "C", "N", "H", "H", "H", "H", "H", "H", "H", "H", "H", "H", "H", "C", "C", "C", "O", "C", "N", "H", "H", "H", "H", "H", "H", "H", "H", "H", "H", "H", "O", "H", "H", "O", "H", "H", "O", "H", "H", "O", "H", "H", "O", "H", "H", "O", "H", "H"],
  "xyz": [[-0.44, -0.51, 0.09], [-0.19, -1.19, -1.06], [-1.03, -1.30, 1.08], [0.79, -0.08, 0.57], [-1.36, 0.49, -0.27], [-3.95, 4.10, 0.02], [-3.88, 2.90, 0.96], [-4.31, 3.13, 2.40], [-3.28, 3.82, 3.07], [-3.63, 4.19, 4.33], [-4.78, 1.93, 0.33], [-4.97, 4.49, 0.00], [-3.48, 3.80, -0.91], [-3.27, 4.86, 0.42], [-2.93, 2.38, 1.11], [-4.47, 2.17, 2.90], [-5.23, 3.70, 2.34], [-4.30, 5.04, 4.51], [-2.75, 4.45, 4.93], [-4.10, 3.38, 4.88], [-4.65, 1.08, 0.87], [-4.51, 1.81, -0.63], [3.75, -1.83, 0.29], [5.09, -1.42, -0.37], [5.96, -2.64, -0.73], [6.36, -3.50, 0.37], [7.47, -2.96, 1.06], [4.64, -0.68, -1.59], [3.19, -2.46, -0.41], [3.23, -0.88, 0.42], [3.91, -2.34, 1.23], [5.53, -0.83, 0.43], [6.88, -2.35, -1.24], [5.32, -3.30, -1.33], [7.55, -3.44, 2.03], [7.49, -1.91, 1.36], [8.44, -3.09, 0.59], [4.27, 0.22, -1.31], [5.42, -0.46, -2.20], [2.22, 2.84, 0.82], [0.96, 3.68, 0.68], [0.97, 4.54, -0.60], [1.67, 5.69, -0.35], [2.02, 6.44, -1.48], [-0.21, 2.83, 0.62], [2.13, 2.15, 1.66], [3.15, 3.38, 0.99], [2.54, 2.23, -0.03], [0.92, 4.34, 1.55], [-0.05, 4.75, -0.93], [1.41, 4.00, -1.44], [2.64, 7.31, -1.27], [1.11, 6.86, -1.92], [2.61, 5.85, -2.18], [-0.74, 3.15, -0.18], [0.08, 1.89, 0.37], [-2.62, -4.60, 0.85], [-2.23, -5.47, -0.39], [-2.29, -4.64, -1.68], [-1.80, -5.41, -2.80], [-1.94, -4.71, -4.06], [-0.86, -5.85, -0.22], [-1.96, -3.74, 0.70], [-2.56, -5.13, 1.80], [-3.63, -4.23, 0.68], [-2.73, -6.44, -0.41], [-1.64, -3.77, -1.72], [-3.25, -4.22, -1.98], [-2.98, -4.44, -4.24], [-1.63, -5.32, -4.91], [-1.29, -3.84, -4.05], [-0.28, -5.04, -0.02], [-0.55, -6.18, -1.13], [-1.96, 2.31, -1.98], [-1.82, 1.74, -1.23], [-2.54, 1.82, -2.55], [1.08, -3.40, -1.95], [1.71, -2.90, -2.47], [0.66, -2.76, -1.39], [0.77, 1.29, -2.27], [-0.12, 1.65, -2.22], [0.75, 0.51, -1.72], [-2.32, -0.31, 3.40], [-1.82, -0.74, 2.71], [-1.96, 0.58, 3.43], [-3.41, -1.36, -0.96], [-2.50, -1.42, -0.67], [-3.92, -1.36, -0.14], [1.53, -1.71, 2.63], [1.24, -1.07, 1.98], [1.64, -2.52, 2.14]],
  "lowdin_spin": [0.000, 0.000, 0.000, 0.000, 0.000, 0.000, 0.000, 0.000, 0.000, 0.000, 0.000, 0.000, 0.000, 0.000, 0.000, 0.000, 0.000, 0.000, 0.000, 0.000, 0.000, 0.000, 0.000, 0.000, 0.000, 0.000, 0.000, 0.000, 0.000, 0.000, 0.000, 0.000, 0.000, 0.000, 0.000, 0.000, 0.000, 0.000, 0.000, 0.000, 0.000, 0.000, 0.000, 0.000, 0.000, 0.000, 0.000, 0.000, 0.000, 0.000, 0.000, 0.000, 0.000, 0.000, 0.000, 0.000, 0.006, 0.098, 0.087, 0.011, 0.004, 0.715, 0.000, 0.001, -0.001, 0.016, -0.001, 0.012, 0.001, 0.000, 0.000, 0.025, 0.022, 0.000, 0.000, 0.000, 0.002, 0.000, 0.000, 0.000, 0.000, 0.000, 0.000, 0.000, 0.000, 0.001, 0.000, 0.000, 0.000, 0.000, 0.000],
  "max_force_ev_per_a": 3.31,
  "gap_ev": [7.7, 1.8],
  "multiplicity": 2
}